Entry 1:
Here is a structure of composition C22H38O5SbSiW from the Open Molecules 2025 dataset. Energies are from ωB97M-V/def2-TZVPD.

Each line ends with the Mulliken charge.
Atoms and positions in Å:
H 3.417 -1.191 -4.634  0.28
W -0.948 0.065 0.048  0.74
H 4.300 5.376 1.034  0.37
H -5.964 1.512 3.231  0.36
H 1.466 -2.980 -7.296  0.37
H 0.231 -3.681 -1.709  0.23
O -1.699 1.843 0.759  -0.58
H -1.679 -3.392 2.757  0.33
C -2.241 1.109 1.686  0.27
C 2.407 -2.427 -7.255  -0.95
H 2.634 1.195 3.352  0.46
H 3.222 0.404 0.139  0.21
C -0.677 -3.833 -1.121  -0.95
H -6.869 0.366 1.300  0.34
H -3.604 0.227 3.871  0.63
C -5.726 0.449 3.202  -0.93
H -7.030 -1.071 2.302  0.35
H 4.307 -0.855 -6.116  0.36
H 2.610 8.464 -0.815  0.35
H 0.917 0.974 3.008  0.28
H -1.456 -3.170 -1.496  0.26
C -5.090 -0.915 1.353  -0.09
C -3.199 -0.380 -0.261  0.22
H 3.723 -1.245 0.567  0.32
H -5.246 -1.838 0.800  0.60
H -4.948 0.806 -0.069  0.61
H 1.957 1.774 1.820  0.23
H 1.470 -4.213 2.256  0.34
H 2.686 7.156 1.272  0.35
H 3.491 9.266 0.416  0.38
C -1.777 -3.922 1.808  -0.98
O -4.215 -1.146 2.454  -0.46
H -2.726 -3.633 1.361  0.20
C -4.329 0.172 0.562  -0.22
O -2.606 0.341 -1.161  -0.59
C 0.177 -1.725 0.869  0.24
C 1.911 0.978 2.567  -1.41
C 3.447 -0.271 0.970  -1.17
C 3.396 7.162 0.444  0.45
C 4.021 -1.661 -5.440  -0.90
C 4.034 5.909 0.114  -0.94
H -1.809 -4.992 2.027  0.45
C 1.206 -4.462 1.226  -1.05
C 3.571 8.399 -0.247  -0.97
H 2.360 -1.405 -7.619  0.36
H -4.148 2.035 1.775  0.61
H 1.046 -5.542 1.185  0.39
C -3.735 1.028 1.803  -0.10
Si -0.341 -3.579 0.693  0.13
H 3.260 5.254 -0.339  0.31
H 2.056 -4.226 0.584  0.32
H 2.503 -1.076 2.717  0.37
H -6.048 0.004 4.140  0.35
H 3.057 -3.010 -7.960  0.36
C 2.251 -0.368 1.916  0.81
O -2.523 -1.399 0.088  -0.35
C 1.101 -1.011 1.280  -0.47
H 4.870 6.007 -0.572  0.34
C 3.146 -2.630 -6.052  0.40
Sb 0.771 0.860 -1.492  0.36
C -6.340 -0.293 1.988  -0.94
H 4.401 8.441 -0.945  0.34
O -1.444 0.249 2.165  -0.45
H 4.306 0.135 1.503  0.38
H 3.068 -3.611 -5.582  0.37
H -1.011 -4.860 -1.286  0.40
C -4.237 0.174 2.990  -0.03
H 4.867 -2.123 -4.931  0.35

- relative energy (zero: lowest compared OMol25 entry of this formula, charge and spin) (kcal/mol) = 0.0
- LUMO (eV) = -9.71
- E_tot (hartree) = -1833.013912
- E_HOMO (eV) = -15.211
- HOMO-LUMO gap (eV) = 5.50
- molar mass (u) = 716.2
- charge = +3


Entry 2:
Here is an isolated molecule of C22H38O7 from the Open Molecules 2025 dataset. Energies are from ωB97M-V/def2-TZVPD.

Each line ends with the Mulliken charge.
Atoms and positions in Å:
H 4.824 2.744 -1.004  0.35
C -1.941 -3.171 -3.084  -1.28
H -0.818 3.874 1.414  0.40
H 5.435 -1.331 1.398  0.42
H 1.671 4.346 1.191  0.64
C -4.128 -1.686 -0.230  -0.70
C -3.188 -1.725 -1.436  -0.28
H -2.139 0.113 0.564  -0.91
H -2.189 3.658 -0.696  0.52
H -5.116 -2.026 -0.549  0.45
O -0.908 -2.976 1.059  -0.70
H -2.586 -3.776 -1.126  0.25
O 4.403 -0.175 0.133  -0.33
H 3.597 4.532 -0.007  0.35
H -2.304 -2.585 -3.926  0.34
H -5.129 -0.259 1.031  0.31
H 0.823 -4.284 2.668  0.33
C 0.618 -1.153 0.336  0.29
C 2.492 -1.732 1.489  0.10
C 0.455 3.324 -0.237  -0.61
C -3.025 0.113 1.197  0.96
H -4.077 1.492 2.465  0.48
C -3.224 2.665 0.890  -1.00
H -0.992 -2.748 -2.761  0.23
H -1.910 1.921 -0.657  -0.01
C -0.702 3.037 0.719  -0.30
H 0.525 2.500 -0.949  0.26
O 1.886 -0.783 0.634  -0.08
H 5.455 -1.908 -0.298  0.34
H 3.176 1.540 -2.330  0.38
C -4.252 -0.287 0.379  -0.68
H -3.897 -3.574 -2.282  0.41
C -3.165 1.483 1.861  -1.23
H -2.325 1.627 2.544  0.36
C 3.893 2.476 -0.498  -0.68
O 3.255 -3.152 -0.348  -0.68
H 1.943 2.612 1.138  0.10
C 2.994 3.710 -0.397  -0.93
H -2.874 -0.633 1.984  0.48
C 0.302 -2.363 1.091  0.31
C 3.802 -0.026 -1.055  0.58
H -1.767 -4.189 -3.424  0.40
O 1.602 -3.712 2.662  -0.61
C 4.834 -1.482 0.499  -0.77
C -2.011 2.808 -0.031  -0.48
H 3.257 -2.540 -1.110  0.50
H 4.028 -3.223 1.493  0.57
H -2.229 -1.266 -1.188  -0.25
C 3.678 -2.462 0.784  -0.41
H -0.457 2.148 1.303  0.03
C 1.390 -2.699 1.810  0.10
C 1.775 3.494 0.516  -0.52
H 4.147 2.138 0.507  0.32
O 3.694 -0.928 -1.853  -0.75
C -2.951 -3.147 -1.943  -0.38
C 3.217 1.339 -1.258  0.77
H 0.242 4.233 -0.804  0.41
O -0.092 -0.532 -0.415  -0.57
H -3.623 -1.129 -2.242  0.74
H -4.412 0.432 -0.425  0.29
H -3.781 -2.383 0.538  0.26
H -3.325 3.581 1.480  0.44
H 2.660 3.998 -1.395  0.41
H 2.876 -1.213 2.375  0.50
H -1.475 -2.488 0.440  0.13
H 2.187 1.232 -0.906  -0.78
H -4.121 2.578 0.274  0.38

- relative energy (zero: lowest compared OMol25 entry of this formula, charge and spin) (kcal/mol) = 4.0
- LUMO (eV) = 0.47
- E_tot (hartree) = -1387.808973
- E_HOMO (eV) = -9.024
- HOMO-LUMO gap (eV) = 9.50
- molar mass (u) = 414.5


Entry 3:
Here is a structure of composition C22H39AsClN2NaSSe2Si3Te2 from the Open Molecules 2025 dataset. Energies are from ωB97M-V/def2-TZVPD.

Each line ends with the Mulliken charge.
Atoms and positions in Å:
H 0.333 -2.074 1.981  -0.07
C 0.465 -3.110 -1.048  -0.64
H -0.384 0.228 -4.288  0.43
C 1.412 1.192 4.128  -0.94
C -3.408 0.700 -3.094  -0.81
Te -1.857 4.893 -2.343  -0.22
S 8.138 1.748 -0.520  -0.40
H -1.673 -2.891 -3.248  0.24
H -3.803 -2.643 2.143  0.26
H -5.945 0.720 0.678  0.34
C -2.224 -4.232 -0.214  -1.11
H -5.235 -1.611 -1.775  0.25
Se -1.870 3.192 -0.496  -0.45
H -6.175 -2.091 -0.358  0.39
H 7.349 -0.593 0.717  0.18
H -2.503 -1.972 -4.508  0.37
C 2.005 -0.018 0.062  -2.30
C -4.894 0.782 0.375  -0.92
H 0.004 1.505 1.043  0.06
C 5.527 2.124 0.336  0.72
C 1.784 0.302 1.376  1.68
Na 0.758 3.997 0.237  0.62
H 0.019 -3.821 2.084  0.37
Si -1.016 -2.803 0.060  0.26
C 0.553 1.609 3.092  -0.74
C 6.734 1.260 0.215  -0.21
H 0.226 -3.074 -2.111  0.20
C -0.404 0.158 -3.196  -0.94
Si -2.049 -0.483 -2.585  0.42
Te 0.766 5.468 -2.653  -0.17
As -1.859 -0.627 -0.241  0.42
H 3.070 -0.120 4.554  0.39
C 2.404 0.274 3.794  -0.28
H 0.418 -0.483 -2.871  0.26
H 3.518 4.217 -1.393  0.14
H -1.236 -2.653 2.542  0.24
H 5.690 2.993 -1.622  0.37
C 3.572 2.798 1.524  -0.76
H -4.754 -3.031 -0.841  0.26
N 3.132 3.521 0.497  -0.12
Si -4.105 -0.916 0.342  0.14
H 1.283 1.528 5.148  0.31
H 5.684 -0.253 1.126  0.14
Cl 3.834 -1.351 2.183  -0.39
H -0.272 2.280 3.314  0.41
H 0.889 -4.095 -0.827  0.40
H -4.837 1.266 -0.601  0.26
H -2.583 -4.249 -1.246  0.27
C 4.760 2.086 1.491  -0.39
H -4.403 0.324 -2.845  0.23
H -3.597 -1.006 2.770  0.29
H -3.259 1.667 -2.610  0.04
H -0.240 1.156 -2.780  0.11
H 5.053 1.488 2.343  0.88
C 2.554 -0.162 2.496  0.63
H 2.822 -0.661 -0.238  0.28
C -4.187 -1.622 2.088  -1.13
H 1.380 0.416 -0.707  0.17
Se 1.346 6.817 -0.616  -0.72
H -3.091 -4.175 0.446  0.25
H -3.394 -2.531 -3.087  0.23
H -1.714 -5.180 -0.017  0.38
C -2.436 -2.133 -3.427  -1.00
H 1.217 -2.348 -0.832  -0.05
H 2.937 2.749 2.401  0.58
H -3.361 0.843 -4.179  0.36
C 5.106 2.927 -0.715  -0.77
H -5.222 -1.627 2.442  0.36
C 3.903 3.600 -0.589  -0.25
H -4.362 1.436 1.068  0.23
C -0.424 -2.851 1.838  -0.63
C -5.161 -2.022 -0.766  -1.00
C 0.717 1.191 1.799  -0.24
N 6.578 0.052 0.753  -0.17

- LUMO (eV) = 3.76
- E_tot (hartree) = -10435.331922
- E_HOMO (eV) = -0.979
- HOMO-LUMO gap (eV) = 4.74
- molar mass (u) = 994.4
- charge = -2


Entry 4:
Here is a cluster of 2 separate species, C22H39B2BrN2O8 in total from the Open Molecules 2025 dataset. Energies are from ωB97M-V/def2-TZVPD.

Each line ends with the Mulliken charge.
Atoms and positions in Å:
H -0.802 3.236 0.836  0.38
H 4.959 0.159 -4.154  0.32
H -0.706 3.405 -1.038  0.15
O -0.753 1.190 -3.619  -0.60
C -1.045 6.358 2.812  0.18
O -0.979 5.772 1.433  -0.26
H 4.558 -1.463 -0.740  0.24
H 4.298 -2.585 -2.965  0.15
H -3.175 -1.886 -1.271  0.19
C -2.591 -2.861 -1.596  -1.15
C -0.109 -0.552 -1.849  -0.64
H -2.013 -2.758 -2.608  0.31
C 4.203 -1.492 -2.902  0.48
O -0.860 -3.755 4.070  -0.46
H 2.502 1.170 3.015  0.38
Br -0.707 -0.498 4.979  -0.10
H 1.495 -2.648 -0.916  -0.04
H -4.089 1.841 -1.043  0.42
C -0.334 -4.161 -0.976  -0.71
H -2.208 -4.040 0.315  0.17
H 0.848 6.842 0.714  0.26
O -1.824 5.742 3.726  -0.45
B -1.788 -3.085 3.136  0.86
H -4.347 1.432 -3.353  0.32
C 5.007 -1.070 -1.661  -1.30
O 1.935 1.670 3.694  -0.59
C 0.948 4.650 0.042  -0.66
H 1.172 -3.646 0.747  0.14
C 0.456 5.793 1.111  -0.43
H -0.946 -4.482 6.103  0.21
H -0.420 7.286 3.161  0.33
H 1.048 5.110 -1.055  0.38
H 6.029 -1.464 -1.719  0.42
C -1.589 -3.270 -0.321  0.46
H 1.236 1.792 -1.157  0.32
C 0.198 0.685 0.685  -0.07
H -2.317 -3.233 5.667  0.25
C -1.675 -4.122 5.260  -0.55
C -1.171 -1.881 2.175  -0.16
H -2.321 1.742 -0.393  0.00
H 1.950 -4.496 -0.752  0.37
H -2.365 -5.018 4.915  0.22
C -0.037 3.338 -0.068  -0.08
N 0.039 0.646 2.220  0.17
O 3.004 -0.941 -2.816  -0.67
H 1.973 2.199 0.529  0.39
H 5.908 -1.329 -4.245  0.42
H -0.162 -1.648 -2.296  0.35
C -0.599 -0.547 2.953  -0.50
H 1.045 5.620 2.135  0.31
O -3.230 -3.425 2.963  -0.48
H 4.350 -1.231 -5.074  0.32
H 0.281 3.747 3.310  0.28
H -4.280 -0.483 -3.227  0.22
H -0.455 -5.285 -0.594  0.29
H -3.108 0.393 -4.414  0.31
C 1.146 -3.669 -0.445  -0.45
C -0.350 -0.627 -0.196  0.44
H 2.067 4.370 0.348  0.27
N -2.663 0.536 -2.190  0.44
H -2.776 2.798 -2.000  0.32
B 0.542 1.772 3.143  0.72
H -3.403 -3.714 -1.716  0.36
C 4.887 -0.937 -4.163  -1.54
C -1.061 -1.958 0.525  -0.11
H -0.414 -4.236 -2.160  0.32
C -3.617 0.499 -3.363  -0.85
H 0.974 -0.155 -2.105  0.21
C 0.942 1.997 -0.038  -0.59
O -0.297 2.957 3.526  -0.42
C -1.212 0.424 -2.603  -0.04
H -3.328 -4.331 2.514  0.31
H 5.083 0.020 -1.560  0.25
C -2.957 1.794 -1.402  -0.74

- LUMO (eV) = -2.26
- E_tot (hartree) = -4196.271404
- E_HOMO (eV) = -5.186
- HOMO-LUMO gap (eV) = 2.92
- molar mass (u) = 561.1


Entry 5:
Here is a structure of composition C22H39BFNO12Ta from the Open Molecules 2025 dataset. Energies are from ωB97M-V/def2-TZVPD.

Each line ends with the Mulliken charge.
Atoms and positions in Å:
H 0.613 -3.906 -1.300  0.20
F 2.316 -6.044 1.823  -0.39
C -3.583 2.790 -3.888  0.58
C -1.028 -3.990 5.084  -0.64
C -3.881 4.078 -4.595  -0.56
C 0.525 1.103 0.883  0.32
H -3.914 0.664 -4.066  0.38
H -3.221 -0.974 1.214  0.30
H -1.100 -6.351 2.845  0.32
H -3.738 2.874 -2.806  0.28
H -1.221 -4.558 -0.833  0.19
H 3.441 8.220 -2.075  0.36
H -1.119 -0.683 2.333  -0.24
H -2.315 -5.302 6.464  0.30
H -4.296 1.562 -5.526  0.35
N 1.442 -2.997 3.154  -0.78
C -2.052 -5.255 5.301  -0.80
C 1.570 -6.084 4.352  -0.75
C 1.252 1.933 -1.053  0.47
H 2.126 -3.691 2.787  0.26
O 3.413 3.333 -2.463  -0.49
H -3.072 -5.172 4.733  0.17
C -4.348 1.601 -4.433  -1.48
H -2.216 -1.194 3.875  0.41
H -4.027 3.962 -5.674  0.32
C 4.982 5.874 -4.088  -0.54
H -5.401 1.643 -4.138  0.39
H -4.458 -3.731 -0.049  0.25
C -0.310 -2.861 0.560  0.29
O -2.694 4.821 -4.384  -0.31
H -0.078 -1.721 0.292  0.16
C 0.359 0.757 -1.311  -0.38
O 3.563 5.613 -2.336  -0.31
O -3.855 -1.624 1.638  -0.62
H 2.307 -6.979 4.640  0.34
C -0.255 -5.707 2.300  -0.57
C 3.908 4.384 -2.828  0.62
O 4.878 4.495 -3.784  -0.31
H -0.069 3.333 -2.051  0.25
O -3.467 -3.533 0.034  -0.57
H 3.230 7.926 -3.794  0.34
C 1.001 3.107 -1.978  -1.49
C 0.026 -0.632 4.348  0.10
H 1.381 2.903 -2.983  0.42
H 0.762 0.082 -2.073  0.42
H 5.360 6.541 -2.068  0.28
H -0.665 1.035 -1.586  0.17
H 1.044 -7.526 2.682  0.30
O 0.924 2.268 0.286  -0.40
O -2.748 -3.860 2.501  -0.67
H 1.715 -2.088 2.672  0.18
H 4.751 8.634 -3.209  0.38
C 1.122 0.017 4.992  -0.89
H 2.174 -5.104 4.553  0.23
C 4.550 6.518 -2.805  0.48
O -2.190 2.641 -4.116  -0.33
H -1.577 -6.291 5.030  0.17
B -3.321 -3.012 1.439  0.62
C -1.163 -1.276 3.363  -0.04
H 6.010 6.134 -4.363  0.30
C 1.176 -6.341 2.771  0.08
H 2.311 1.653 -1.078  0.32
C -0.323 -3.809 -0.590  -0.84
C 3.967 7.906 -2.983  -1.44
C -1.688 3.907 -4.246  0.64
O -0.501 4.180 -4.242  -0.53
H 0.626 -6.231 5.040  0.11
H 4.320 6.091 -4.933  0.31
Ta -0.648 -3.503 2.804  1.00
H -0.377 -5.988 1.146  0.25
O 0.368 0.963 2.083  -0.44
H 0.023 -4.125 5.600  0.18
H 1.845 0.901 5.332  0.28
H 1.486 4.010 -1.592  0.25
H -4.745 4.600 -4.171  0.31
O 0.322 0.122 -0.046  -0.19
H -1.519 -3.035 5.582  0.38

- LUMO (eV) = 1.76
- E_tot (hartree) = -2000.803474
- E_HOMO (eV) = -3.904
- HOMO-LUMO gap (eV) = 5.66
- molar mass (u) = 720.3
- charge = -1


Entry 6:
Here is a structure of composition C22H39BiCl2N4O3S from the Open Molecules 2025 dataset. Energies are from ωB97M-V/def2-TZVPD.

Each line ends with the Mulliken charge.
Atoms and positions in Å:
C 2.856 -0.605 -4.517  -0.84
H 1.652 -0.875 -2.737  0.46
H -0.983 1.561 -3.519  0.40
H 0.544 2.448 -5.221  0.34
C 1.814 -0.285 -3.641  0.23
H -1.079 -6.440 1.630  0.33
H 2.396 0.761 5.595  0.34
C -1.211 -5.458 2.126  -1.08
H 3.141 0.048 4.166  0.29
H 2.529 -5.094 3.427  0.36
H -5.222 2.629 0.541  0.36
H -0.702 4.299 -1.234  0.42
C -0.911 3.237 -1.418  -1.05
H -1.134 2.800 -0.432  0.10
C 1.536 2.896 -1.956  0.71
C 3.040 0.160 -5.676  -0.28
H -4.988 -0.270 -1.654  0.28
H 2.658 -0.999 5.519  0.33
C -4.549 1.865 0.939  -0.99
C 0.402 -3.694 1.276  0.29
Bi 0.411 0.524 0.133  1.68
H -6.106 -0.046 -0.281  0.32
C 1.495 -5.039 3.072  -1.18
H -0.693 -5.496 3.089  0.30
C -5.373 0.446 -0.927  -0.90
O -0.432 0.254 -2.052  -0.83
H 2.310 2.295 -2.436  0.33
H -2.476 -4.856 0.177  0.42
Cl 2.847 -0.240 -0.355  -0.48
H 2.903 -2.979 1.113  0.44
C 0.989 0.019 3.008  -0.63
C 2.209 1.260 -5.946  -0.72
H -0.909 -0.781 4.440  0.24
C -0.107 1.270 -2.905  0.95
H -0.253 0.137 5.819  0.32
H -2.191 -3.099 0.330  0.30
N -4.250 0.942 -0.145  0.22
N -0.770 -4.383 1.251  0.21
H -2.281 -5.344 2.350  0.42
H 2.507 4.790 -1.829  0.38
H 1.224 4.537 -0.611  0.35
O -2.093 0.695 0.484  -0.77
N 1.112 -0.290 4.290  0.55
C 1.000 0.824 -3.892  -0.92
Cl 1.369 2.688 1.517  -0.56
H -5.847 1.281 -1.448  0.32
C 1.197 1.586 -5.049  -0.08
H 0.172 -1.580 5.623  0.30
C -1.722 -4.077 0.181  -1.27
H 2.357 1.875 -6.838  0.36
H -1.179 -4.037 -0.776  0.42
C 0.241 2.552 -2.109  -0.55
S 0.696 -2.613 -0.031  -0.39
H -2.910 -0.246 -1.179  0.12
C 2.399 -0.112 4.944  -0.95
C 2.548 -3.001 2.154  -0.93
C -0.049 -0.653 5.097  -0.97
H 3.311 -3.392 2.826  0.36
H 2.285 -1.967 2.409  0.20
H 3.848 -0.083 -6.363  0.35
N 1.349 -3.846 2.250  0.28
H -1.826 3.118 -2.020  0.32
H -5.048 1.342 1.762  0.31
H 3.520 -1.440 -4.275  0.39
H 0.848 -4.986 3.953  0.31
H -3.635 2.313 1.314  0.27
H 2.784 3.720 -0.440  0.33
C 2.035 4.052 -1.165  -1.60
C -3.029 0.420 -0.304  0.41
H 1.918 0.366 2.516  0.54
H 1.274 -5.946 2.505  0.41
O -0.106 -0.048 2.388  -0.77

- relative energy (zero: lowest compared OMol25 entry of this formula, charge and spin) (kcal/mol) = 0.0
- LUMO (eV) = 0.19
- E_tot (hartree) = -2839.624409
- E_HOMO (eV) = -7.518
- HOMO-LUMO gap (eV) = 7.71
- molar mass (u) = 719.5